# 1
Below is a structure of composition C39H59BaClIN5O3P2 at a distorted geometry, with properties calculated with ωB97M-V/def2-TZVPD.

Properties
**Molar mass**: 1007.566 g/mol
**Total energy**: -3487.08480 Ha
**Energy above the lowest of the compared OMol25 structures with the same formula, charge and spin**: 102.3 kJ/mol
**LUMO level**: 0.3 eV

Positions of all 111 atoms, in Å:
Ba (0.863, -1.648, 0.820)
C (-3.712, -1.043, 3.739)
C (-3.185, 0.351, 4.057)
C (-4.269, 1.260, 4.640)
P (-2.187, 0.965, 2.667)
C (-1.639, 2.664, 3.100)
C (-0.183, 2.888, 2.699)
C (-2.517, 3.740, 2.461)
C (-3.064, 0.873, 1.157)
C (-4.368, 1.384, 1.310)
C (-5.200, 1.679, 0.262)
C (-6.585, 2.203, 0.465)
C (-4.660, 1.476, -1.020)
C (-3.415, 0.957, -1.216)
C (-2.548, 0.559, -0.140)
N (-1.370, -0.032, -0.326)
C (-1.001, -0.140, -1.688)
C (-1.522, -1.154, -2.499)
C (-1.174, -1.270, -3.832)
C (-0.290, -0.365, -4.411)
C (0.138, -0.492, -5.839)
C (0.201, 0.655, -3.610)
C (-0.133, 0.788, -2.262)
P (0.425, 2.195, -1.228)
C (0.359, 3.612, -2.429)
C (0.932, 4.858, -1.753)
C (-1.089, 3.860, -2.836)
C (2.233, 1.750, -1.094)
C (2.884, 2.330, 0.155)
C (3.088, 2.012, -2.327)
H (-4.152, -1.467, 4.640)
H (-2.922, -1.712, 3.397)
H (-4.482, -0.994, 2.970)
H (-2.420, 0.252, 4.841)
H (-5.209, 1.153, 4.098)
H (-3.996, 2.315, 4.647)
H (-4.457, 0.963, 5.671)
H (-1.744, 2.737, 4.192)
H (-0.073, 2.722, 1.628)
H (0.522, 2.251, 3.232)
H (0.076, 3.929, 2.900)
H (-2.476, 3.666, 1.375)
H (-2.139, 4.717, 2.759)
H (-3.562, 3.674, 2.764)
H (-4.744, 1.595, 2.309)
H (-6.716, 2.575, 1.482)
H (-7.346, 1.438, 0.299)
H (-6.805, 3.028, -0.214)
H (-5.245, 1.735, -1.894)
H (-3.078, 0.833, -2.234)
H (-2.282, -1.800, -2.069)
H (-1.612, -2.060, -4.431)
H (-0.500, -1.188, -6.381)
H (1.164, -0.858, -5.902)
H (0.106, 0.467, -6.356)
H (0.856, 1.385, -4.064)
H (0.953, 3.408, -3.326)
H (0.394, 5.073, -0.829)
H (0.836, 5.727, -2.405)
H (1.988, 4.748, -1.502)
H (-1.706, 4.049, -1.956)
H (-1.521, 3.012, -3.364)
H (-1.154, 4.734, -3.485)
H (2.196, 0.655, -0.963)
H (2.917, 3.420, 0.135)
H (3.911, 1.973, 0.240)
H (2.356, 2.036, 1.060)
H (3.159, 3.078, -2.548)
H (2.698, 1.507, -3.208)
H (4.101, 1.644, -2.166)
O (2.853, -0.590, 3.702)
N (2.576, -1.297, 2.651)
N (2.173, -2.133, -3.112)
C (3.294, -1.762, -2.415)
C (4.534, -1.603, -3.058)
C (5.620, -1.252, -2.295)
C (5.463, -1.053, -0.921)
C (4.204, -1.223, -0.388)
N (3.134, -1.564, -1.111)
H (2.321, -2.567, -4.008)
H (1.439, -2.553, -2.562)
H (4.625, -1.774, -4.120)
H (6.589, -1.136, -2.763)
H (6.293, -0.789, -0.286)
H (4.038, -1.101, 0.675)
Cl (-0.175, -3.334, 3.131)
I (3.462, -5.267, -0.622)
C (3.535, -4.403, 1.311)
C (4.291, -5.042, 2.263)
C (4.350, -4.390, 3.513)
C (3.708, -3.220, 3.748)
C (2.911, -2.645, 2.687)
N (2.863, -3.286, 1.428)
H (4.825, -5.953, 2.052)
H (4.949, -4.824, 4.305)
H (3.778, -2.703, 4.692)
H (1.467, -2.774, 3.075)
C (-0.164, -5.255, -2.448)
C (-0.397, -4.759, -1.038)
O (-0.130, -3.358, -0.937)
H (-0.394, -6.316, -2.522)
H (0.876, -5.113, -2.737)
H (-0.802, -4.731, -3.161)
H (0.287, -5.225, -0.326)
H (-1.424, -4.946, -0.703)
H (-0.732, -2.857, -1.506)
C (-0.195, -0.118, 3.968)
O (-0.887, 0.051, 2.684)
H (-0.413, 0.722, 4.629)
H (0.883, -0.133, 3.766)
H (-0.524, -1.060, 4.397)

Löwdin atomic charge list, values in e, 99 entries: 1.752, -0.074, -0.458, -0.088, 0.988, -0.442, -0.090, -0.090, -0.219, -0.092, -0.291, -0.058, -0.034, -0.012, -0.306, -0.052, -0.395, -0.080, -0.041, -0.287, -0.049, -0.052, -0.297, 1.119, -0.582, -0.127, -0.126, -0.553, -0.112, -0.099, 0.090, 0.064, 0.082, 0.106, 0.072, 0.068, 0.087, 0.118, 0.037, 0.071, 0.089, 0.084, 0.084, 0.068, 0.080, 0.073, 0.079, 0.077, 0.116, 0.103, 0.129, 0.114, 0.076, 0.074, 0.081, 0.098, 0.092, 0.072, 0.077, 0.053, 0.069, 0.063, 0.077, 0.052, 0.068, 0.077, 0.060, 0.071, 0.058, 0.074, -0.217, -0.364, 0.164, -0.415, -0.025, -0.071, -0.061, -0.169, 0.014, 0.101, 0.062, 0.107, 0.108, 0.104, 0.089, -0.035, 0.888, -0.800, -0.190, -0.100, -0.041, -0.553, -0.174, 0.069, 0.104, 0.097, -0.024, -0.084, -0.298

---

# 2
Below is a structure of composition C39H60N2O5SbSeTi at a distorted geometry, with properties calculated with ωB97M-V/def2-TZVPD.

Properties
**Molar mass**: 885.505 g/mol
**Total charge**: +1
**Total energy**: -5498.94061 Ha
**Energy above the lowest of the compared OMol25 structures with the same formula, charge and spin**: 55.6 kJ/mol
**LUMO level**: -3.1 eV

Positions of all 109 atoms, in Å:
Ti (-0.140, 1.646, -0.504)
C (5.709, -2.990, 1.708)
C (4.235, -3.422, 1.693)
C (3.783, -3.668, 3.133)
C (4.095, -4.736, 0.908)
C (3.396, -2.341, 1.012)
C (2.366, -1.673, 1.658)
C (1.638, -0.731, 0.956)
Se (0.134, 0.200, 1.720)
C (-1.195, -0.987, 0.978)
C (-1.392, -2.223, 1.558)
C (-2.250, -3.125, 0.947)
C (-2.845, -2.725, -0.248)
C (-2.657, -1.489, -0.864)
C (-1.837, -0.586, -0.190)
O (-1.628, 0.720, -0.598)
C (-3.377, -1.184, -2.188)
C (-2.616, -0.159, -3.042)
C (-3.531, -2.453, -3.042)
C (-4.768, -0.622, -1.861)
C (-2.554, -4.501, 1.536)
C (-4.033, -4.548, 1.951)
C (-1.687, -4.788, 2.763)
C (-2.284, -5.588, 0.485)
C (1.908, -0.429, -0.365)
O (1.076, 0.512, -0.935)
C (2.943, -1.058, -1.051)
C (3.654, -2.004, -0.318)
C (3.282, -0.726, -2.508)
C (3.691, 0.752, -2.614)
C (2.066, -1.005, -3.407)
C (4.448, -1.574, -3.029)
H (6.321, -3.765, 2.177)
H (5.836, -2.063, 2.274)
H (6.094, -2.826, 0.698)
H (4.406, -4.447, 3.578)
H (2.744, -4.010, 3.179)
H (3.885, -2.772, 3.752)
H (4.667, -5.528, 1.399)
H (4.466, -4.641, -0.116)
H (3.048, -5.049, 0.861)
H (2.117, -1.878, 2.692)
H (-0.859, -2.472, 2.467)
H (-3.508, -3.428, -0.733)
H (-1.550, -0.391, -3.112)
H (-2.734, 0.842, -2.639)
H (-3.028, -0.156, -4.053)
H (-2.567, -2.951, -3.195)
H (-3.931, -2.178, -4.021)
H (-4.227, -3.174, -2.609)
H (-4.692, 0.258, -1.216)
H (-5.381, -1.366, -1.346)
H (-5.285, -0.331, -2.781)
H (-4.249, -3.787, 2.707)
H (-4.277, -5.528, 2.371)
H (-4.693, -4.373, 1.096)
H (-1.876, -4.074, 3.572)
H (-0.620, -4.766, 2.517)
H (-1.921, -5.784, 3.145)
H (-2.946, -5.500, -0.380)
H (-2.445, -6.576, 0.924)
H (-1.250, -5.537, 0.128)
H (4.465, -2.517, -0.814)
H (2.896, 1.425, -2.300)
H (3.944, 0.988, -3.651)
H (4.572, 0.951, -1.998)
H (1.220, -0.364, -3.167)
H (1.746, -2.047, -3.314)
H (2.338, -0.826, -4.451)
H (5.367, -1.395, -2.465)
H (4.643, -1.305, -4.069)
H (4.220, -2.643, -3.001)
C (-1.592, 6.325, 1.366)
C (-1.103, 5.866, 2.741)
C (-0.021, 4.764, 2.714)
C (0.378, 4.395, 4.154)
C (1.494, 3.357, 4.235)
C (1.206, 5.337, 2.019)
O (1.829, 6.266, 2.456)
N (1.628, 4.718, 0.833)
C (0.942, 3.732, 0.217)
O (1.333, 3.208, -0.855)
N (-0.219, 3.237, 0.720)
C (-0.627, 3.540, 2.035)
O (-1.447, 2.858, 2.587)
H (-2.367, 7.085, 1.473)
H (-2.024, 5.498, 0.794)
H (-0.780, 6.768, 0.779)
H (-1.935, 5.476, 3.327)
H (-0.674, 6.707, 3.284)
H (-0.520, 4.024, 4.646)
H (0.684, 5.316, 4.649)
H (1.223, 2.436, 3.715)
H (1.693, 3.090, 5.274)
H (2.429, 3.734, 3.813)
H (2.481, 5.048, 0.405)
C (-1.500, 5.463, -2.591)
Sb (-1.578, 3.349, -2.360)
C (-3.575, 3.232, -1.613)
C (-1.882, 2.929, -4.429)
H (-2.367, 5.722, -3.199)
H (-0.586, 5.759, -3.106)
H (-1.558, 5.971, -1.629)
H (-4.238, 2.857, -2.391)
H (-3.891, 4.232, -1.319)
H (-3.609, 2.569, -0.753)
H (-2.954, 2.905, -4.624)
H (-1.433, 1.981, -4.716)
H (-1.422, 3.738, -4.997)

Löwdin atomic charge list, values in e, 99 entries: 0.839, -0.039, -0.556, -0.062, -0.038, -0.146, -0.032, -0.364, 1.299, -0.351, -0.034, -0.145, 0.044, -0.072, -0.264, -0.291, -0.514, -0.058, -0.047, -0.023, -0.556, -0.036, -0.062, -0.041, -0.263, -0.222, -0.071, 0.048, -0.526, -0.026, -0.031, -0.060, 0.091, 0.093, 0.081, 0.091, 0.085, 0.090, 0.091, 0.081, 0.091, 0.107, 0.105, 0.107, 0.096, 0.014, 0.095, 0.100, 0.089, 0.080, 0.082, 0.092, 0.095, 0.093, 0.091, 0.083, 0.089, 0.087, 0.091, 0.079, 0.090, 0.093, 0.100, 0.064, 0.093, 0.097, 0.063, 0.097, 0.091, 0.092, 0.091, 0.093, -0.068, -0.151, -0.305, -0.160, -0.056, -0.385, 0.153, 0.250, -0.548, -0.063, 0.020, -0.441, 0.109, 0.087, 0.064, 0.082, 0.131, 0.129, 0.126, 0.128, 0.053, 0.086, 0.084, 0.182, -0.283, 1.417, -0.278